[1]
ORCA calculation (ωB97M-V/def2-TZVPD) on 2 unconnected molecules or ions with the total composition C4H4O3.

Properties
**Energy relative to the best compared isomer or geometry (same formula, charge and spin)**: 246.8 kJ/mol
**LUMO energy**: 0.625 eV

The geometry in ORCA input format:
```
! wB97M-V def2-TZVPD RIJCOSX def2/J DEFGRID3
* xyz 0 1
O 0.214 -3.591 -0.277
C 0.786 -2.801 0.301
O -0.080 -0.874 -1.653
C 0.544 0.022 -1.129
C -0.064 1.027 -0.168
C -0.754 0.931 1.123
O 0.568 1.458 1.022
H -0.406 1.878 -0.771
H 1.586 0.234 -1.460
H -0.837 0.051 1.761
H -1.558 1.664 1.252
*
```

Atom charges from the Löwdin analysis, given in e for atoms 1 to 6: 0.034 0.011 0.029 -0.205 -0.258 -0.090



[2]
ORCA calculation (ωB97M-V/def2-TZVPD) on a molecular structure, C25H51BBr4N4O4P.

Properties
**LUMO energy**: -4.007 eV

The geometry in ORCA input format:
```
! wB97M-V def2-TZVPD RIJCOSX def2/J DEFGRID3
* xyz 1 1
C 4.188 3.522 -0.111
C 2.808 4.226 -0.704
C 2.075 5.221 0.382
C 1.917 4.531 1.896
C 0.327 4.652 2.278
C -0.178 3.499 3.379
C -1.665 3.023 2.868
C -1.611 1.696 1.852
C -2.571 0.566 2.550
C -2.318 -0.980 1.963
C -3.157 -1.845 3.116
C -2.904 -3.473 3.017
O -2.587 -4.120 4.161
N -0.904 -1.551 2.208
C -0.404 -1.908 0.826
N 0.912 -1.815 0.451
N 1.888 -1.411 1.391
C 2.185 -2.537 2.376
C 3.605 -3.328 2.076
C 3.334 -4.878 1.511
P 1.347 -2.209 -1.241
O 1.360 -0.620 -2.037
Br 3.479 -2.950 -1.460
N -1.660 -2.338 0.105
C -2.721 -1.247 0.360
O -2.308 -0.234 -0.622
C -2.656 -0.585 -2.001
C -1.650 0.120 -3.140
C -1.055 -1.108 -4.104
C -2.430 1.170 -4.130
C -1.790 2.695 -3.879
C -2.210 0.878 -5.744
B -4.328 -1.709 0.216
C -4.765 -3.218 -0.301
O -5.363 -0.701 0.543
H 3.988 2.751 0.746
H 4.665 2.923 -1.006
H 4.931 4.361 0.262
H 2.038 3.420 -1.085
H 3.129 4.874 -1.631
H 2.623 6.246 0.533
H 1.012 5.491 -0.089
H 2.553 5.119 2.717
H 2.178 3.386 1.867
H 0.035 5.744 2.604
H -0.272 4.383 1.280
H -0.286 4.028 4.442
H 0.606 2.619 3.480
H -2.293 2.777 3.850
H -2.170 3.945 2.348
H -0.511 1.304 1.778
H -2.029 2.051 0.797
H -2.312 0.591 3.715
H -3.725 0.868 2.501
H -4.281 -1.532 3.207
H -2.653 -1.517 4.147
H -3.024 -4.124 2.051
H -0.449 -0.751 2.700
H 2.775 -1.139 0.910
H 1.353 -3.362 2.427
H 2.291 -2.120 3.490
H 4.323 -2.717 1.344
H 4.260 -3.488 3.061
H 2.230 -4.873 1.090
H 4.030 -5.059 0.558
H 3.530 -5.697 2.323
H 0.879 0.021 -1.403
H -1.946 -3.314 0.339
H -2.642 -1.726 -2.259
H -3.735 -0.157 -2.280
H -0.808 0.723 -2.592
H -0.159 -0.768 -4.778
H -0.602 -1.913 -3.348
H -1.908 -1.682 -4.685
H -3.578 1.280 -3.920
H -0.684 2.722 -4.316
H -1.865 3.042 -2.764
H -2.415 3.414 -4.598
H -1.062 0.876 -6.063
H -2.747 -0.124 -6.109
H -2.685 1.794 -6.344
H -5.124 -3.876 0.603
H -3.906 -3.737 -0.938
H -5.665 -3.060 -1.061
H -4.855 0.129 0.789
C 7.865 -3.076 -2.119
Br 7.218 -2.045 -0.601
Br 6.761 -4.642 -2.454
Br 8.061 -1.974 -3.711
H 8.864 -3.439 -1.857
*
```

Atom charges from the Löwdin analysis, given in e for atoms 1 to 6: -0.150 -0.259 -0.222 -0.207 -0.226 -0.208



[3]
ORCA calculation (ωB97M-V/def2-TZVPD) on 3 unconnected molecules or ions with the total composition C2F5NO3.

Properties
**LUMO energy (alpha / beta)**: 0.575 / -3.595 eV

The geometry in ORCA input format:
```
! wB97M-V def2-TZVPD RIJCOSX def2/J DEFGRID3
* xyz 0 3
C 0.061 0.979 -0.083
C 2.721 -0.371 -0.178
N -3.962 -1.138 0.112
O 2.331 0.676 -0.461
O -4.392 -1.165 1.174
O -0.220 0.026 0.514
F 0.131 1.019 -1.409
F 0.227 2.197 0.318
F 2.369 -1.231 0.744
F 3.822 -0.976 -0.597
F -3.089 -0.016 -0.134
*
```

Atom charges from the Löwdin analysis, given in e for atoms 1 to 6: -0.659 -0.539 -0.050 0.240 0.106 0.212



[4]
ORCA calculation (ωB97M-V/def2-TZVPD) on 2 unconnected molecules or ions with the total composition C5H13N2P.

Properties
**Energy relative to the best compared isomer or geometry (same formula, charge and spin)**: 548.2 kJ/mol
**LUMO energy (alpha / beta)**: 0.096 / -0.179 eV

The geometry in ORCA input format:
```
! wB97M-V def2-TZVPD RIJCOSX def2/J DEFGRID3
* xyz 0 1
C 0.893 2.944 -1.338
C -1.829 -2.324 0.248
C -0.153 1.984 1.617
C -0.281 -1.066 -1.749
C 0.895 -2.234 0.993
N 0.337 1.885 -0.830
N -0.392 1.614 0.194
P -0.430 -1.343 0.095
H 1.532 2.871 -2.182
H 1.191 3.822 -0.763
H -2.055 -2.682 1.206
H -2.502 -1.900 -0.435
H -0.733 1.354 2.280
H 0.863 1.789 1.934
H -0.124 3.013 1.835
H -0.152 -1.994 -2.376
H -1.254 -0.496 -1.970
H 0.621 -0.460 -2.148
H 0.674 -3.277 0.845
H 1.858 -1.837 0.529
H 1.041 -1.663 2.013
*
```

Atom charges from the Löwdin analysis, given in e for atoms 1 to 6: -0.048 -0.254 -0.119 -0.310 -0.300 -0.118



[5]
ORCA calculation (ωB97M-V/def2-TZVPD) on 2 unconnected molecules or ions with the total composition C26H48N3O5Si.

Properties
**LUMO energy**: -5.496 eV

The geometry in ORCA input format:
```
! wB97M-V def2-TZVPD RIJCOSX def2/J DEFGRID3
* xyz 1 1
C -6.696 4.213 1.849
C -6.475 4.217 0.219
O -6.681 5.409 -0.408
N -6.108 2.999 -0.600
C -4.697 2.496 -0.273
C -4.655 0.898 0.141
C -5.370 -0.024 -1.010
C -4.306 -0.915 -1.921
N -3.016 -0.179 -2.244
C -1.945 -1.288 -2.159
O -2.078 -2.251 -3.114
O -0.858 -1.305 -1.150
C -0.187 -2.631 -1.288
C 0.997 -2.875 -0.152
C 2.279 -3.670 -0.806
C 2.963 -4.787 0.223
C 4.589 -4.739 0.018
C 5.454 -4.420 1.373
C 4.911 -3.158 2.267
C 4.325 -1.892 1.368
Si 4.719 -0.155 2.106
C 3.934 -0.021 3.901
C 6.613 0.131 2.296
C 3.986 1.330 1.106
C 2.384 1.737 1.309
C 1.828 3.044 0.468
C 2.812 3.940 -0.533
C 4.395 3.445 -0.708
C 5.007 2.148 0.105
N -2.952 0.230 -3.567
C -4.155 1.035 -3.999
C -1.782 1.232 -3.659
C -1.771 2.716 -2.961
O -0.673 0.900 -4.374
H -5.720 4.586 2.392
H -7.050 3.167 2.268
H -7.546 4.984 2.120
H -6.074 3.341 -1.602
H -4.323 3.139 0.634
H -4.054 2.664 -1.262
H -5.338 0.805 1.116
H -3.585 0.512 0.448
H -6.156 -0.808 -0.588
H -5.957 0.653 -1.799
H -3.987 -1.824 -1.217
H -4.814 -1.425 -2.862
H 0.361 -2.755 -2.337
H -0.987 -3.487 -1.092
H 1.295 -1.791 0.242
H 0.564 -3.527 0.719
H 3.098 -2.933 -1.224
H 1.852 -4.266 -1.743
H 2.622 -4.482 1.305
H 2.534 -5.872 -0.004
H 4.957 -4.002 -0.827
H 4.923 -5.825 -0.348
H 6.551 -4.123 1.008
H 5.582 -5.395 2.008
H 4.038 -3.586 2.952
H 5.744 -2.771 3.029
H 4.673 -1.958 0.243
H 3.139 -2.009 1.412
H 3.632 -1.064 4.341
H 2.975 0.680 3.823
H 4.745 0.502 4.564
H 7.143 0.329 1.271
H 7.121 -0.794 2.801
H 6.753 1.092 2.980
H 1.646 1.147 2.029
H 0.692 3.362 0.588
H 2.433 4.897 -1.115
H 5.134 4.032 -1.412
H 6.131 1.823 0.004
H -4.608 1.730 -3.165
H -3.849 1.660 -4.968
H -4.955 0.244 -4.399
H -1.481 2.684 -1.808
H -0.917 3.380 -3.466
H -2.772 3.332 -3.106
O -3.297 0.686 2.904
H -2.551 0.154 2.525
H -3.014 1.181 3.715
H -4.090 0.120 3.084
*
```

Atom charges from the Löwdin analysis, given in e for atoms 1 to 6: -0.051 -0.311 -0.061 -0.006 -0.192 -0.193



[6]
ORCA calculation (ωB97M-V/def2-TZVPD) on a molecular structure, C37H73Br2F2N2O13P3.

Properties
**LUMO energy**: 0.117 eV

The geometry in ORCA input format:
```
! wB97M-V def2-TZVPD RIJCOSX def2/J DEFGRID3
* xyz 0 1
C 0.703 0.620 5.476
C 0.151 -0.120 4.233
C -0.376 0.941 3.284
F -1.452 1.524 3.982
C -0.889 0.443 1.901
C -1.636 -0.801 2.150
N -2.215 -1.780 2.297
C -1.947 1.444 1.396
C -2.743 1.090 0.149
F -1.421 2.721 1.300
C 0.309 0.117 0.886
C 0.387 1.063 -0.240
N 0.338 1.777 -1.129
O 1.487 0.375 1.665
C 2.716 0.374 0.935
C 3.390 1.746 0.773
C 4.863 1.428 0.464
C 3.349 2.551 2.088
C 2.898 4.014 1.911
C 3.722 4.713 0.813
C 1.416 4.142 1.575
C 0.391 -1.366 0.488
Br 1.361 -2.488 1.687
C -0.162 -1.960 -0.573
C -1.034 -1.277 -1.584
Br 0.057 -3.816 -0.900
H 1.263 -0.065 6.108
H 1.439 1.342 5.116
H -0.074 1.126 6.037
H 1.001 -0.646 3.818
H -0.652 -0.757 4.594
H 0.334 1.754 3.189
H -2.733 1.524 2.148
H -3.204 0.111 0.236
H -3.566 1.805 0.129
H -2.195 1.247 -0.773
H 2.695 -0.180 -0.006
H 3.413 -0.190 1.560
H 2.923 2.288 -0.047
H 5.451 2.338 0.396
H 5.261 0.874 1.314
H 4.951 0.800 -0.422
H 4.337 2.594 2.550
H 2.683 2.103 2.827
H 3.079 4.594 2.818
H 4.756 4.375 0.842
H 3.335 4.423 -0.164
H 3.670 5.795 0.893
H 0.780 3.562 2.240
H 1.204 3.876 0.541
H 1.111 5.184 1.694
H -1.119 -1.936 -2.446
H -2.048 -1.220 -1.193
H -0.658 -0.339 -1.969
O -6.631 -7.392 -0.999
P -5.200 -7.237 -1.320
O -4.968 -5.768 -1.943
C -5.140 -4.619 -1.105
C -3.998 -4.444 -0.119
O -5.005 -8.137 -2.665
C -6.000 -9.071 -3.083
C -6.898 -8.469 -4.143
O -3.675 -7.499 -0.840
C -3.426 -8.516 0.160
C -3.712 -9.915 -0.353
H -6.098 -4.685 -0.581
H -5.188 -3.760 -1.773
H -3.997 -5.242 0.626
H -4.086 -3.493 0.407
H -3.038 -4.478 -0.633
H -6.581 -9.429 -2.233
H -5.468 -9.932 -3.494
H -7.311 -7.516 -3.813
H -7.720 -9.144 -4.383
H -6.330 -8.274 -5.054
H -4.019 -8.303 1.052
H -2.377 -8.424 0.433
H -4.782 -10.066 -0.518
H -3.376 -10.659 0.370
H -3.208 -10.086 -1.303
O 7.370 -3.968 -3.468
P 7.535 -2.523 -3.219
O 8.463 -2.330 -1.914
C 9.842 -2.710 -1.974
C 10.680 -1.733 -2.779
O 6.098 -2.071 -2.598
C 4.951 -2.916 -2.683
C 4.762 -3.704 -1.404
O 7.790 -1.065 -3.873
C 7.505 -0.875 -5.280
C 6.024 -0.971 -5.590
H 9.928 -3.721 -2.380
H 10.195 -2.736 -0.944
H 10.416 -1.765 -3.839
H 11.740 -1.975 -2.688
H 10.518 -0.712 -2.434
H 5.016 -3.579 -3.546
H 4.091 -2.263 -2.846
H 5.672 -4.237 -1.130
H 3.950 -4.425 -1.509
H 4.524 -3.028 -0.580
H 8.070 -1.602 -5.868
H 7.879 0.115 -5.536
H 5.656 -1.991 -5.456
H 5.833 -0.679 -6.623
H 5.450 -0.327 -4.925
O -5.917 7.353 2.502
P -4.579 7.498 1.898
O -4.502 8.932 1.161
C -4.528 10.126 1.950
C -3.218 10.371 2.677
O -4.636 6.526 0.590
C -5.675 5.564 0.426
C -6.774 6.098 -0.468
O -2.989 7.273 2.084
C -2.537 6.313 3.070
C -2.900 4.890 2.698
H -5.362 10.083 2.656
H -4.723 10.944 1.257
H -3.050 9.620 3.453
H -3.224 11.352 3.153
H -2.378 10.317 1.985
H -6.072 5.248 1.391
H -5.217 4.685 -0.036
H -7.133 7.064 -0.114
H -7.615 5.403 -0.506
H -6.399 6.247 -1.482
H -2.949 6.574 4.048
H -1.455 6.422 3.130
H -3.981 4.733 2.753
H -2.423 4.183 3.377
H -2.590 4.669 1.681
*
```

Atom charges from the Löwdin analysis, given in e for atoms 1 to 6: -0.074 -0.178 -0.258 -0.008 -0.181 -0.190



[7]
ORCA calculation (ωB97M-V/def2-TZVPD) on C3H6ClNO2S in the gas phase.

Properties
**Energy relative to the best compared isomer or geometry (same formula, charge and spin)**: 0.0 kJ/mol
**LUMO energy**: 0.500 eV
**SMILES string**: NC[C@](S)(Cl)C(=O)O

The geometry in ORCA input format:
```
! wB97M-V def2-TZVPD RIJCOSX def2/J DEFGRID3
* xyz 0 1
C 1.047 -1.163 0.381
C -0.808 0.694 0.303
C 0.642 0.278 0.041
N -1.736 -0.065 -0.587
O 2.171 -1.402 0.745
O 0.062 -2.016 0.027
S 1.732 1.495 0.904
Cl 0.914 0.261 -1.682
H -1.035 0.719 1.427
H -0.729 1.747 -0.026
H -0.629 -1.556 -0.510
H -1.695 0.288 -1.495
H -2.646 0.063 -0.076
H 2.709 0.657 0.547
*
```

Atom charges from the Löwdin analysis, given in e for atoms 1 to 6: -0.615 -0.319 -1.084 -0.020 0.071 0.078



[8]
ORCA calculation (ωB97M-V/def2-TZVPD) on C4H4N2O in the gas phase.

Properties
**Energy relative to the best compared isomer or geometry (same formula, charge and spin)**: 179.5 kJ/mol
**LUMO energy**: 0.638 eV
**SMILES string**: N#CCOCC#N

The geometry in ORCA input format:
```
! wB97M-V def2-TZVPD RIJCOSX def2/J DEFGRID3
* xyz 0 1
N 1.603 -0.137 1.734
C 1.411 0.050 0.610
C 1.003 0.145 -0.804
O -0.179 -0.595 -1.055
C -1.146 -0.602 -0.020
C -1.176 0.681 0.708
N -1.095 1.739 1.160
H 1.799 -0.298 -1.404
H 0.875 1.192 -1.110
H -2.124 -0.733 -0.486
H -0.970 -1.442 0.667
*
```

Atom charges from the Löwdin analysis, given in e for atoms 1 to 6: 0.182 -0.207 -0.184 -0.120 -0.182 -0.208



Repeat the eighth record exactly.
ORCA calculation (ωB97M-V/def2-TZVPD) on C4H4N2O in the gas phase.

Properties
**Energy relative to the best compared isomer or geometry (same formula, charge and spin)**: 179.5 kJ/mol
**LUMO energy**: 0.638 eV
**SMILES string**: N#CCOCC#N

The geometry in ORCA input format:
```
! wB97M-V def2-TZVPD RIJCOSX def2/J DEFGRID3
* xyz 0 1
N 1.603 -0.137 1.734
C 1.411 0.050 0.610
C 1.003 0.145 -0.804
O -0.179 -0.595 -1.055
C -1.146 -0.602 -0.020
C -1.176 0.681 0.708
N -1.095 1.739 1.160
H 1.799 -0.298 -1.404
H 0.875 1.192 -1.110
H -2.124 -0.733 -0.486
H -0.970 -1.442 0.667
*
```

Atom charges from the Löwdin analysis, given in e for atoms 1 to 6: 0.182 -0.207 -0.184 -0.120 -0.182 -0.208